Here is an isolated ion of composition C5H9N2 and charge +1 from the OMol25 dataset. Energies are from ωB97M-V with the def2-TZVPD basis set.

CARTESIAN COORDINATES (ANGSTROEM)
C1 -0.21 2.01 0.96
C2 -0.81 1.39 -0.06
C3 1.36 -0.31 1.51
C4 1.33 0.02 0.02
C5 -0.81 -0.84 -0.95
N1 1.73 0.97 1.00
N2 0.03 0.33 -0.69
H1 -0.32 2.92 1.59
H2 -1.72 1.76 -0.58
H3 0.34 -0.52 1.83
H4 2.04 -0.98 2.00
H5 2.13 -0.29 -0.74
H6 -0.53 -1.57 -1.75
H7 -1.16 -1.57 -0.16
H8 -1.80 -0.51 -1.31
H9 0.43 0.82 -1.56

Results
electronic energy: -8298.252 eV
highest occupied orbital energy (spin up / spin down): -0.52898 / -0.52889 hartree
total charge: +1
energy relative to the best compared isomer or geometry (same formula, charge and spin): 172.5 kcal/mol
LUMO energy (spin up / spin down): -4.97 / -4.97 eV
gap between HOMO and LUMO (spin up / spin down): 9.42 / 9.42 eV